No. 1
Entry from OMol25: C6H6N2S2 in the gas phase (ωB97M-V with the def2-TZVPD basis set).

The relative energy (zero: lowest compared OMol25 entry of this formula, charge and spin) is 67.6 kcal per mole. As for the orbital gap (spin up / spin down): 0.2196 / 0.2483 Eh. Its total charge is 0. The highest occupied orbital energy (spin up / spin down) comes out at -7.1177 / -7.3441 eV.

Each line ends with the Mulliken charge.
Positions of all 16 atoms, in Å:
C 1.89708 -0.55594 -1.10228  -0.42
C 2.94035 0.08256 -0.47395  -0.37
C 0.70618 0.74042 0.15791  0.43
C -2.63641 0.13107 -0.40325  0.03
C -1.56753 -1.39967 1.07227  -0.36
C -0.33056 1.47828 0.69793  -0.42
N 0.66128 -0.11891 -0.86027  -0.42
N -2.50538 -0.89246 0.32964  -0.39
S 2.34826 1.08184 0.71867  -0.16
S -1.77041 1.64122 -0.16698  -0.05
H 1.97528 -0.96931 -2.10305  0.33
H 3.88810 -0.23244 -0.40811  0.51
H -3.18660 0.29229 -1.27481  0.40
H -0.56840 -1.28139 0.82202  0.28
H -1.87623 -2.26828 1.62711  0.29
H 0.02498 2.27072 1.36716  0.33

---

No. 2
Entry from OMol25: C6H6N3OP in the gas phase (ωB97M-V with the def2-TZVPD basis set).

The relative energy (zero: lowest compared OMol25 entry of this formula, charge and spin) is 153.5 kcal per mole. As for the orbital gap: 0.2826 Eh. As for the SMILES: O=PC1=CN1[C@@H]1CN1[C@@H]1C=N1. Its total charge is 0. The highest occupied orbital energy comes out at -8.4437 eV.

Each line ends with the Mulliken charge.
Positions of all 17 atoms, in Å:
C -0.77498 0.85122 -0.73352  -0.02
C -0.72628 -1.57671 -0.16258  0.06
C 1.68928 1.33209 -0.30023  -0.15
C 0.97187 1.92718 0.59945  0.06
C -1.93733 0.63910 0.18643  -0.42
C 0.13249 -2.58366 0.49328  -0.36
N -0.80687 -0.19830 0.28770  -0.28
N 0.65364 -1.98039 -0.51218  -0.43
N 0.23557 1.79835 -0.58874  -0.45
O 3.86448 0.21111 0.59177  -0.45
P 2.98799 0.09636 -0.58252  0.30
H -1.07466 0.51728 -1.70087  0.41
H -1.53448 -1.81539 -0.88409  0.35
H -2.24716 1.41881 1.05882  0.17
H 0.92921 2.47904 1.44600  0.42
H -2.77406 0.17028 -0.33628  0.32
H 0.41131 -3.28639 1.13757  0.48

---

No. 3
Entry from OMol25: C6H6N4O2S2 in the gas phase (ωB97M-V with the def2-TZVPD basis set).

The relative energy (zero: lowest compared OMol25 entry of this formula, charge and spin) is 0.0 kcal per mole. As for the orbital gap: 0.3007 Eh. As for the SMILES: O=S(n1ccnc1)#S(=O)n1ccnc1. Its total charge is 0. The highest occupied orbital energy comes out at -9.0913 eV.

Each line ends with the Mulliken charge.
Positions of all 20 atoms, in Å:
C -0.72358 -2.48798 -1.97073  -0.32
C -0.83002 2.67859 1.84208  -0.36
C 0.53480 -2.30953 -1.41237  -0.28
C 0.47499 2.37307 1.56608  -0.26
C -0.95192 -1.50794 -0.10683  -0.17
C -0.86568 1.46289 0.09067  -0.23
N -1.58662 -2.13232 -1.04056  -0.58
N -1.63108 2.07991 0.90172  -0.63
N 0.39839 -1.64139 -0.26864  0.20
N 0.47763 1.55761 0.42843  0.18
O 1.60753 -0.87712 1.89921  -0.47
O 1.31713 0.68676 -1.83297  -0.44
S 1.84552 -1.08605 0.50723  0.43
S 1.88826 0.99853 -0.56446  0.43
H -1.03403 -2.91531 -2.85713  0.48
H -1.33278 3.26422 2.62741  0.38
H 1.46303 -2.41856 -2.05905  0.29
H 1.44418 2.42490 2.18672  0.28
H -1.36595 -1.00119 0.82209  0.44
H -1.12980 0.85090 -0.75890  0.62

---

Number 1: strongest force on any atom 3.6 eV Å⁻¹. Number 2: strongest force on any atom 6.5 eV Å⁻¹. Number 3: strongest force on any atom 6.0 eV Å⁻¹.